The following is a DFT calculation (ωB97M-V/def2-TZVPD) of 3 unconnected molecules or ions with the total composition C31H56N2O7S in a non-equilibrium geometry.

```
97
Properties=species:S:1:pos:R:3
C -4.90 5.38 -4.59
C -4.24 4.25 -4.39
C -3.46 2.87 -4.00
C -4.32 2.15 -2.83
C -5.21 1.01 -3.59
N -6.71 1.22 -3.68
C -6.86 1.93 -4.81
O -6.97 2.65 -5.82
C -4.88 -0.40 -2.82
O -5.50 -1.51 -2.98
O -3.73 -0.11 -2.01
C -3.57 1.32 -1.67
C -4.05 1.51 -0.13
C -5.63 1.87 0.04
C -6.00 1.89 1.61
C -7.00 0.72 2.10
N -6.34 -0.51 2.63
C -5.71 -1.35 1.56
C -5.45 -0.24 3.77
C -4.14 -1.10 4.16
O -5.72 0.76 4.54
C -1.96 1.46 -1.55
C -1.25 0.39 -0.57
C -0.29 1.07 0.56
C -1.08 1.55 1.89
S -0.93 3.41 2.21
O -1.12 3.69 3.71
O 0.42 3.93 1.80
O -2.11 4.31 1.42
H -5.58 6.31 -4.44
H -3.35 2.21 -4.95
H -2.38 3.15 -3.69
H -5.16 2.91 -2.53
H -4.92 0.75 -4.68
H -3.37 2.27 0.43
H -3.89 0.50 0.40
H -6.33 1.25 -0.62
H -5.73 2.97 -0.35
H -6.56 2.90 1.80
H -5.01 1.97 2.20
H -7.62 0.39 1.16
H -7.80 1.16 2.83
H -5.92 -2.46 1.85
H -6.26 -1.21 0.54
H -4.57 -1.25 1.47
H -3.79 -0.94 5.24
H -3.26 -0.72 3.49
H -4.31 -2.20 3.86
H -1.76 2.52 -1.10
H -1.41 1.44 -2.58
H -1.96 -0.37 -0.07
H -0.53 -0.25 -1.24
H 0.44 0.22 0.90
H 0.38 1.91 0.14
H -0.55 1.05 2.80
H -2.18 1.21 1.95
H -3.01 4.14 1.83
C 6.12 0.49 -1.56
C 5.20 0.06 -0.43
C 3.91 0.89 -0.35
C 4.11 2.38 -0.07
C 4.86 2.71 1.22
C 4.15 2.23 2.47
H 6.47 1.52 -1.43
H 7.00 -0.15 -1.58
H 5.62 0.41 -2.52
H 5.74 0.11 0.53
H 4.92 -0.99 -0.58
H 3.26 0.46 0.42
H 3.37 0.79 -1.30
H 3.12 2.86 -0.04
H 4.64 2.85 -0.91
H 4.99 3.80 1.28
H 5.87 2.29 1.19
H 3.15 2.68 2.54
H 4.71 2.52 3.36
H 4.04 1.15 2.49
C 6.52 -7.51 -0.83
C 5.57 -6.34 -0.62
C 6.19 -4.99 -1.01
C 7.41 -4.57 -0.19
C 7.19 -4.49 1.33
C 6.16 -3.45 1.73
H 7.41 -7.43 -0.20
H 6.02 -8.45 -0.57
H 6.84 -7.57 -1.87
H 5.23 -6.32 0.42
H 4.68 -6.50 -1.24
H 5.41 -4.22 -0.92
H 6.47 -5.02 -2.06
H 7.75 -3.60 -0.55
H 8.24 -5.27 -0.38
H 8.14 -4.24 1.80
H 6.90 -5.47 1.72
H 6.45 -2.46 1.38
H 6.06 -3.41 2.82
H 5.17 -3.68 1.32
```

Results
Maximum force, eV/Å: 7.9
Multiplicity: 1
Charge: 0
SMILES: C#CC[C@H]1[C@H](N=C=O)C(=O)O[C@@]1(CCCCN(C)C(C)=O)CCCCS(=O)(=O)O.CCCCCC.CCCCCC
Energy, a.u.: -2248.81637